w.
Formula: C18H35NO
Source: the Open Molecules 2025 dataset
Level of theory: wB97M-V/def2-TZVPD

Output
frontier orbital gap	9.99	eV
SMILES	CCCCCCCCCCCCN1CCCCCC1=O
LUMO level	0.0336	hartree
charge	0

Geometry (Å):
C  -4.88939  3.12975  -0.14917
C  -4.54758  1.66123  0.07479
C  -5.65826  0.74504  -0.43248
C  -5.43574  -0.73800  -0.12936
C  -4.21266  -1.34541  -0.83085
C  -2.98213  -1.43785  0.07062
C  -1.76381  -1.94952  -0.69449
C  -0.53557  -2.15771  0.19090
C  0.00615  -0.85431  0.77516
C  1.35929  -1.06659  1.45025
C  1.85512  0.15916  2.21781
C  2.10812  1.38201  1.33062
N  3.11833  1.15710  0.31542
C  4.49699  1.09064  0.74591
C  5.12444  -0.30126  0.61871
C  5.59621  -0.61263  -0.79804
C  4.46903  -0.60024  -1.82630
C  3.81670  0.77495  -1.99946
C  2.73058  1.04778  -0.97621
O  1.56468  1.15800  -1.31447
H  -5.80286  3.39641  0.37893
H  -4.08596  3.76909  0.20975
H  -5.03766  3.32867  -1.20852
H  -3.61572  1.43267  -0.44378
H  -4.39391  1.48474  1.14222
H  -5.76441  0.87630  -1.51230
H  -6.60153  1.05264  0.02790
H  -6.33288  -1.27650  -0.44398
H  -5.33908  -0.87421  0.95016
H  -4.45680  -2.35201  -1.17925
H  -3.96848  -0.75091  -1.71348
H  -3.19719  -2.11513  0.90156
H  -2.76211  -0.45684  0.48892
H  -2.01998  -2.89997  -1.17074
H  -1.51174  -1.24015  -1.48577
H  0.24904  -2.62223  -0.41229
H  -0.78217  -2.85031  1.00048
H  0.11468  -0.12950  -0.03219
H  -0.69908  -0.45541  1.50663
H  2.09258  -1.34137  0.68876
H  1.28374  -1.90267  2.15146
H  1.11166  0.44012  2.96679
H  2.77616  -0.09932  2.74744
H  2.41902  2.22621  1.95654
H  1.19167  1.65676  0.80691
H  4.51707  1.39617  1.79425
H  5.10079  1.81143  0.18195
H  4.39986  -1.05122  0.93894
H  5.98189  -0.35600  1.29318
H  6.06945  -1.59745  -0.80344
H  6.35545  0.11740  -1.09138
H  3.70421  -1.32872  -1.54797
H  4.88139  -0.91169  -2.78876
H  3.32611  0.82219  -2.97327
H  4.57630  1.55867  -1.96498



x.
Formula: C18H35NO
Source: the Open Molecules 2025 dataset
Level of theory: wB97M-V/def2-TZVPD

Output
frontier orbital gap	9.85	eV
SMILES	CCCCCCCCCCCCN1CCCCCC1=O
LUMO level	0.0319	hartree
charge	0

Geometry (Å):
C  -5.60992  -2.42774  0.52431
C  -6.37355  -1.38599  -0.28555
C  -5.94202  0.04888  0.01992
C  -4.51980  0.36259  -0.43972
C  -4.15769  1.82643  -0.19164
C  -2.72644  2.18822  -0.61334
C  -1.71345  2.19668  0.53401
C  -1.46242  0.84595  1.20592
C  -0.85598  -0.22190  0.29444
C  0.54696  0.13055  -0.19199
C  1.16903  -1.00720  -0.99727
C  2.54242  -0.62611  -1.55516
N  3.49987  -0.30746  -0.51403
C  4.07581  -1.41001  0.22188
C  5.55556  -1.63911  -0.10453
C  6.48497  -0.71717  0.67863
C  6.26851  0.76188  0.37227
C  4.87482  1.26780  0.75742
C  3.83771  0.98789  -0.31487
O  3.34840  1.89177  -0.96847
H  -4.55439  -2.42859  0.26513
H  -5.70331  -2.22446  1.58916
H  -6.00623  -3.42199  0.32970
H  -6.23712  -1.58367  -1.35138
H  -7.43972  -1.48338  -0.06631
H  -6.02122  0.22593  1.09550
H  -6.63197  0.73578  -0.47730
H  -4.43435  0.14916  -1.50849
H  -3.81865  -0.28329  0.08630
H  -4.86392  2.44761  -0.74823
H  -4.29287  2.05782  0.86732
H  -2.72908  3.19217  -1.04429
H  -2.39363  1.50744  -1.39791
H  -0.76647  2.58700  0.15684
H  -2.06652  2.89407  1.29865
H  -2.40100  0.47087  1.61833
H  -0.78298  1.00808  2.04728
H  -0.80943  -1.16241  0.85186
H  -1.50359  -0.38768  -0.56801
H  1.18205  0.35446  0.66802
H  0.51581  1.02350  -0.81619
H  1.25398  -1.89727  -0.36772
H  0.51922  -1.25841  -1.83822
H  2.44533  0.26853  -2.17428
H  2.94077  -1.44233  -2.16736
H  3.50830  -2.30339  -0.04495
H  3.95705  -1.25482  1.29978
H  5.70629  -1.49260  -1.17606
H  5.80892  -2.67494  0.13140
H  7.51997  -0.97786  0.44513
H  6.33754  -0.88721  1.74861
H  6.43466  0.94799  -0.69106
H  7.01291  1.33824  0.92648
H  4.90399  2.35313  0.86809
H  4.56693  0.83660  1.71195



Most stable: w. Least stable: x.